(1)
Molecular formula: C41H41CrFP2
Method: DFT, ωB97M-V with the def2-TZVPD basis set

Kohn-Sham gap (spin up / spin down) ... 0.266 / 0.262 Ha
Multiplicity ... 5
ΔE to the lowest compared entry with this formula, charge and spin ... 116.7 kJ/mol
Molecular weight ... 666.72 g/mol
Highest occupied orbital energy (spin up / spin down) ... -7.4 / -7.4 eV
E_LUMO (spin up / spin down) ... -0.146 / -0.255 eV
Total charge ... 0

The geometry in XYZ format:
```
86
Properties=species:S:1:pos:R:3:mulliken_charge:R:1
Cr 1.22 1.52 -2.99 0.531
C 2.28 -1.45 0.89 -0.665
C 3.31 -1.31 0.03 0.123
C 3.67 -2.21 -1.10 -1.129
C 3.14 -1.81 -2.46 -0.110
C 1.64 -1.80 -2.66 -0.046
C 0.70 -2.54 -2.03 -0.776
C 0.77 -3.08 -0.63 -1.224
C 1.04 -2.26 0.73 -0.333
C 0.92 3.34 -3.95 -1.455
H 2.28 -0.82 1.82 0.343
H 4.03 -0.46 0.23 0.246
H 3.38 -3.22 -0.82 0.468
H 4.76 -2.25 -1.14 0.459
H 3.50 -0.81 -2.71 -0.069
H 3.62 -2.57 -3.09 0.339
H 1.41 -1.12 -3.45 0.648
H -0.17 -2.85 -2.61 0.401
H 1.47 -3.93 -0.63 0.436
H -0.22 -3.56 -0.50 0.417
H 0.15 -1.64 0.89 0.076
H 0.94 -3.05 1.48 0.418
H 0.48 4.05 -3.23 0.318
H 0.17 2.91 -4.64 0.336
H 1.61 3.92 -4.55 0.446
P 5.05 2.84 -5.93 0.575
P 2.99 1.12 -7.00 0.567
C 5.57 1.13 -6.38 -0.521
C 4.55 0.28 -6.68 -0.417
C 6.47 3.95 -6.28 0.577
C 7.78 3.48 -6.43 -0.482
C 8.83 4.40 -6.63 -0.644
C 8.57 5.77 -6.62 -0.461
C 7.29 6.25 -6.31 -0.546
C 6.24 5.34 -6.15 -0.524
C 5.16 2.96 -4.09 -0.123
C 3.97 2.65 -3.41 0.285
C 3.96 2.50 -2.03 0.232
C 5.18 2.65 -1.34 -0.724
C 6.37 2.97 -2.02 -0.758
C 6.37 3.09 -3.42 -0.425
C 3.30 1.80 -8.75 0.513
C 4.33 2.74 -8.93 -0.162
C 4.62 3.26 -10.18 -0.828
C 3.84 2.87 -11.27 -0.431
C 2.83 1.92 -11.13 -0.752
C 2.57 1.36 -9.87 -0.402
C 1.63 -0.10 -7.24 0.469
C 0.33 0.45 -7.32 -0.217
C -0.81 -0.35 -7.27 -0.750
C -0.67 -1.74 -7.17 -0.478
C 0.60 -2.31 -7.22 -0.578
C 1.76 -1.50 -7.24 -0.598
H 6.62 0.94 -6.38 0.406
H 4.61 -0.77 -6.80 0.573
H 8.00 2.41 -6.36 0.195
H 9.86 4.02 -6.73 0.373
H 9.39 6.48 -6.79 0.363
H 7.12 7.31 -6.13 0.383
H 5.24 5.70 -5.87 0.390
H 3.12 2.49 -4.09 -0.319
H 3.02 2.25 -1.50 0.600
H 5.20 2.48 -0.27 0.390
H 7.31 3.11 -1.50 0.402
H 7.28 3.21 -4.00 0.377
H 4.86 3.12 -8.04 0.016
H 5.40 4.02 -10.26 0.466
H 4.03 3.33 -12.22 0.371
H 2.20 1.65 -11.97 0.386
H 1.75 0.65 -9.74 0.298
H 0.20 1.54 -7.39 0.443
H -1.80 0.10 -7.31 0.393
H -1.56 -2.37 -7.09 0.407
H 0.71 -3.40 -7.22 0.372
H 2.75 -1.96 -7.26 0.248
F -3.11 0.67 1.76 -0.339
C -2.07 0.69 0.85 0.579
C -2.16 -0.02 -0.36 -0.883
C -1.15 0.24 -1.34 0.298
C -0.04 1.05 -1.11 -0.468
C 0.10 1.54 0.18 -0.006
C -0.94 1.45 1.16 -0.724
H -2.99 -0.74 -0.47 0.365
H -1.23 -0.24 -2.32 0.374
H 1.06 2.01 0.42 0.322
H -0.85 1.94 2.14 0.357
```



(2)
Molecular formula: C41H41FMoP2
Method: DFT, ωB97M-V with the def2-TZVPD basis set

Kohn-Sham gap (spin up / spin down) ... 0.155 / 0.195 Ha
Multiplicity ... 3
ΔE to the lowest compared entry with this formula, charge and spin ... 0.0 kJ/mol
Molecular weight ... 710.66 g/mol
Highest occupied orbital energy (spin up / spin down) ... -13.2 / -13.2 eV
E_LUMO (spin up / spin down) ... -8.975 / -7.897 eV
Total charge ... +2

The geometry in XYZ format:
```
86
Properties=species:S:1:pos:R:3:mulliken_charge:R:1
Mo 0.08 -0.04 -0.27 -0.679
C -1.60 1.20 -7.08 -0.387
C -2.18 2.09 -6.27 -0.328
C -3.66 2.36 -6.22 -0.624
C -4.61 1.15 -6.43 -1.143
C -4.26 -0.10 -5.68 -0.121
C -3.46 -1.08 -6.13 -0.454
C -2.76 -1.09 -7.45 -0.836
C -2.31 0.28 -8.03 -0.965
C -0.37 -1.48 1.29 -1.506
H -0.51 1.15 -7.14 0.395
H -1.57 2.77 -5.67 0.534
H -3.95 3.13 -6.97 0.366
H -3.91 2.80 -5.24 0.264
H -5.59 1.47 -6.05 0.437
H -4.76 0.98 -7.51 0.353
H -4.79 -0.21 -4.72 0.577
H -3.38 -2.02 -5.57 0.579
H -3.39 -1.58 -8.21 0.314
H -1.85 -1.71 -7.35 0.335
H -1.58 0.04 -8.82 0.458
H -3.16 0.75 -8.54 0.369
H 0.58 -2.05 1.42 0.444
H -1.22 -2.17 1.22 0.532
H -0.50 -0.82 2.17 0.419
P -0.18 1.71 -1.82 2.255
P -1.84 -1.10 -1.12 1.435
C -1.65 1.19 -2.72 -0.646
C -2.40 0.11 -2.34 -0.854
C -0.36 3.47 -1.40 0.016
C -1.15 4.33 -2.18 -0.262
C -1.26 5.68 -1.82 -0.605
C -0.64 6.16 -0.66 -0.617
C 0.11 5.28 0.14 -0.617
C 0.25 3.94 -0.23 -0.274
C 1.23 1.60 -3.01 1.023
C 1.64 0.31 -3.38 -0.331
C 2.78 0.15 -4.18 -0.738
C 3.47 1.28 -4.65 -0.698
C 3.03 2.56 -4.30 -0.678
C 1.93 2.73 -3.46 -0.681
C -3.36 -1.41 -0.11 0.518
C -3.75 -0.38 0.76 -0.467
C -4.84 -0.56 1.62 -0.704
C -5.58 -1.75 1.58 -0.511
C -5.22 -2.76 0.68 -0.660
C -4.10 -2.60 -0.16 -0.235
C -1.50 -2.68 -1.99 0.743
C -0.58 -3.58 -1.43 -0.522
C -0.29 -4.78 -2.08 -0.693
C -0.91 -5.08 -3.30 -0.616
C -1.79 -4.16 -3.89 -0.367
C -2.07 -2.95 -3.24 -0.085
H -1.90 1.77 -3.62 0.014
H -3.42 -0.05 -2.71 0.700
H -1.68 3.94 -3.05 0.282
H -1.84 6.35 -2.45 0.450
H -0.74 7.21 -0.37 0.397
H 0.58 5.64 1.06 0.444
H 0.82 3.26 0.40 0.175
H 1.08 -0.58 -3.04 0.179
H 3.12 -0.84 -4.43 0.501
H 4.34 1.15 -5.29 0.444
H 3.55 3.44 -4.68 0.460
H 1.60 3.72 -3.16 0.459
H -3.20 0.56 0.77 0.315
H -5.11 0.23 2.31 0.417
H -6.44 -1.88 2.24 0.401
H -5.81 -3.68 0.63 0.422
H -3.83 -3.40 -0.85 0.407
H -0.10 -3.34 -0.48 0.200
H 0.41 -5.48 -1.63 0.429
H -0.69 -6.02 -3.80 0.412
H -2.25 -4.38 -4.85 0.488
H -2.72 -2.22 -3.71 0.037
F 5.11 2.26 2.83 -0.281
C 4.02 1.78 2.14 0.296
C 4.20 1.29 0.85 -0.702
C 3.08 0.84 0.13 -0.048
C 1.82 0.91 0.72 0.248
C 1.65 1.41 2.02 -0.173
C 2.77 1.85 2.75 -0.635
H 5.20 1.26 0.41 0.472
H 3.18 0.45 -0.88 0.425
H 0.64 1.44 2.45 0.438
H 2.66 2.24 3.76 0.466
```



(3)
Molecular formula: C41H41FeN8O10P2S2
Method: DFT, ωB97M-V with the def2-TZVPD basis set

Kohn-Sham gap (spin up / spin down) ... 0.272 / 0.244 Ha
Multiplicity ... 6
ΔE to the lowest compared entry with this formula, charge and spin ... 76.4 kJ/mol
Molecular weight ... 987.75 g/mol
Highest occupied orbital energy (spin up / spin down) ... -7.7 / -7.6 eV
E_LUMO (spin up / spin down) ... -0.248 / -1.001 eV
Total charge ... 0

The geometry in XYZ format:
```
105
Properties=species:S:1:pos:R:3:mulliken_charge:R:1
Fe 1.14 -0.65 -1.48 0.081
C -2.08 -1.62 5.26 -1.803
C -2.09 -1.46 3.77 0.991
C -2.57 -0.29 3.18 -0.628
C -2.58 -0.14 1.80 -0.513
C -2.11 -1.17 1.00 0.259
C -1.64 -2.34 1.56 -0.181
C -1.63 -2.48 2.94 -0.967
S -2.22 -0.98 -0.77 1.124
O -3.32 -1.79 -1.19 -0.718
O -2.31 0.44 -0.99 -0.642
N -0.82 -1.56 -1.38 0.475
C -0.86 -2.78 -2.06 -0.272
C -1.71 -3.85 -1.87 -0.646
C -1.63 -5.00 -2.68 -1.185
C -0.71 -5.12 -3.68 -1.073
C 0.21 -4.07 -3.89 1.590
C 1.23 -4.10 -4.86 -0.918
C 2.09 -3.04 -4.99 -1.433
C 1.95 -1.95 -4.12 -0.334
N 1.01 -1.91 -3.20 1.699
C 0.13 -2.93 -3.07 -0.128
H -1.88 -0.66 5.75 0.344
H -1.31 -2.33 5.58 0.372
H -3.04 -1.98 5.63 0.377
H -2.92 0.51 3.81 0.346
H -2.94 0.77 1.34 0.507
H -1.26 -3.14 0.93 0.330
H -1.25 -3.39 3.38 0.365
H -2.49 -3.80 -1.13 0.660
H -2.34 -5.80 -2.50 0.413
H -0.66 -6.01 -4.30 0.449
H 1.32 -4.97 -5.50 0.447
H 2.88 -3.04 -5.72 0.527
H 2.64 -1.12 -4.14 0.584
C -0.18 4.90 11.11 -0.843
O -0.71 5.43 9.91 -0.464
C -0.48 4.73 8.76 0.988
C 0.26 3.56 8.69 -0.437
C 0.44 2.94 7.47 -0.853
C -0.10 3.46 6.30 0.101
C -0.85 4.64 6.39 -0.464
C -1.03 5.27 7.60 -0.746
C 0.11 2.77 5.03 0.264
N 0.62 1.56 4.91 -0.771
C 0.65 1.32 3.56 0.514
C 0.14 2.39 2.86 -0.072
N -0.20 3.31 3.81 -0.068
C 0.01 2.42 1.43 0.953
C -0.50 3.46 0.66 -0.882
C -0.57 3.32 -0.70 -1.410
C -0.11 2.14 -1.29 -0.333
N 0.38 1.15 -0.57 1.868
C 0.44 1.26 0.77 -0.072
C 0.95 0.12 1.49 -1.015
N 1.28 -0.95 0.75 0.959
C 1.76 -2.02 1.35 -0.517
C 1.95 -2.08 2.73 -1.342
C 1.61 -1.00 3.50 -0.413
C 1.08 0.14 2.88 0.670
H -0.49 5.58 11.90 0.241
H 0.91 4.86 11.08 0.341
H -0.58 3.90 11.32 0.341
H 0.70 3.12 9.57 0.392
H 1.02 2.02 7.40 0.434
H -1.31 5.07 5.51 0.279
H -1.61 6.18 7.68 0.422
H -0.55 4.24 3.66 0.214
H -0.84 4.38 1.13 0.459
H -0.97 4.11 -1.33 0.555
H -0.15 1.99 -2.36 0.122
H 2.04 -2.85 0.71 0.614
H 2.37 -2.98 3.17 0.485
H 1.73 -1.01 4.58 0.609
O 4.74 -1.07 -2.51 -0.493
P 4.06 -0.99 -1.06 0.559
O 4.97 -1.26 0.05 -0.799
O 2.78 -1.80 -1.26 -0.289
O 3.50 0.56 -0.95 -0.356
P 2.99 1.54 -2.14 0.606
O 4.22 1.60 -3.18 -0.565
O 2.69 2.88 -1.64 -0.734
O 1.89 0.68 -2.80 -0.223
H 5.57 -0.57 -2.55 0.314
H 4.54 2.51 -3.20 0.316
C 0.17 1.92 -6.87 -1.361
C 0.73 0.72 -6.11 -0.141
N -0.08 -0.48 -6.28 0.151
C -1.15 -0.77 -5.52 -0.068
S -1.69 0.18 -4.26 -0.291
N -1.79 -1.94 -5.80 0.178
C -1.61 -2.76 -6.98 -0.764
C -2.25 -2.19 -8.24 -1.191
H 0.80 2.79 -6.72 0.440
H -0.83 2.15 -6.49 0.255
H 0.10 1.72 -7.94 0.376
H 0.79 0.93 -5.05 -0.329
H 1.74 0.48 -6.46 0.412
H 0.08 -1.03 -7.11 0.307
H -2.64 -2.06 -5.26 0.274
H -2.03 -3.74 -6.75 0.515
H -0.54 -2.94 -7.12 0.287
H -3.32 -2.07 -8.10 0.334
H -2.08 -2.85 -9.09 0.407
H -1.83 -1.21 -8.48 0.247
```